(1)
DFT (ωB97M-V/def2-TZVPD) results for a 6-piece molecular cluster, C46H53FNO12PS2Si overall in a non-equilibrium geometry.

XYZ file:
```
117
Properties=species:S:1:pos:R:3:forces:R:3:lowdin_charge:R:1
S 2.064 0.251 -0.319 -0.17 -0.30 -0.07 0.92
S 0.642 1.668 -2.497 -0.01 0.05 0.07 0.67
P -1.689 -2.729 -2.763 0.29 0.56 -0.07 0.75
Si -2.594 -3.929 -1.051 0.01 -0.26 0.11 0.53
F -4.807 -6.241 -3.451 -0.07 -0.13 0.07 -0.07
O 10.305 0.838 1.571 0.01 -0.02 0.00 0.11
O -3.131 4.582 -0.399 -0.02 0.10 0.02 0.10
O 6.854 2.973 4.181 -0.07 0.10 0.12 0.09
O 2.031 5.008 3.392 -0.02 0.00 -0.01 0.11
O 5.399 -1.040 2.217 -0.08 -0.07 -0.04 0.09
O 2.110 -3.595 1.846 0.06 -0.23 -0.03 0.09
O -0.513 -3.775 -3.236 -0.04 -0.22 0.17 -0.33
O -0.297 8.918 -1.492 0.00 0.01 0.00 0.11
O -10.807 2.703 -3.100 -0.01 0.00 0.00 0.11
O -6.317 -0.099 -2.978 0.00 -0.06 0.01 0.09
O -2.779 -2.921 -4.001 -0.33 -0.14 0.23 -0.33
O 4.358 -4.969 6.433 0.00 -0.01 0.00 0.11
N -0.621 0.441 -0.498 0.98 0.60 0.73 -0.16
C 3.203 -2.897 3.796 0.03 0.03 0.08 0.02
C 3.772 -3.236 4.949 -0.03 -0.02 -0.02 0.02
C -4.573 -1.911 -0.755 0.38 -0.38 0.06 -0.06
C 3.250 -5.678 4.481 -0.01 0.01 -0.02 0.02
C -2.748 0.800 -3.003 -0.44 0.06 -0.17 -0.13
C 3.468 3.818 4.827 0.02 -0.02 0.00 0.02
C 8.525 -0.406 0.663 -0.04 0.02 0.02 0.03
C 9.183 0.406 1.721 -0.03 0.03 -0.02 -0.38
C 4.210 4.691 2.560 0.02 -0.01 -0.01 0.03
C -3.083 6.726 -1.371 0.00 0.02 -0.01 0.02
C 4.255 -1.103 -1.317 -0.41 -0.02 -0.27 -0.31
C -1.058 5.685 -0.246 0.02 0.01 0.00 0.03
C -0.945 7.925 -1.243 0.01 -0.01 0.01 -0.38
C 0.566 0.778 -1.113 -0.09 -0.06 -0.36 -1.06
C -7.347 0.541 -3.005 0.02 0.02 -0.03 -0.38
C -7.688 1.396 -4.169 -0.02 0.02 -0.01 0.03
C -9.439 1.204 -1.908 0.02 -0.01 0.01 0.02
C 2.622 -3.922 2.896 0.03 0.15 0.02 -0.37
C -0.345 6.774 -0.522 -0.01 -0.01 0.00 0.03
C -3.309 -5.573 -1.692 -0.07 0.42 0.11 -0.24
C 4.585 -2.183 -2.367 0.24 0.11 0.06 -0.10
C -1.500 1.599 -0.187 -0.38 0.00 0.13 -0.19
C 2.684 -5.340 3.326 0.02 -0.02 0.00 0.02
C -8.310 0.501 -1.877 -0.02 0.01 0.01 0.02
C 4.681 3.310 5.029 -0.02 0.00 0.00 0.02
C -4.639 -5.343 -2.399 0.03 0.27 0.13 -0.28
C 5.423 4.184 2.764 -0.02 0.02 -0.01 0.03
C 3.841 -4.654 5.383 0.00 0.00 0.00 -0.39
C -2.988 1.447 -0.477 -0.05 0.15 0.02 -0.19
C 7.289 -0.873 0.819 0.11 -0.03 -0.07 0.02
C -2.483 5.577 -0.649 0.06 -0.02 0.00 -0.37
C -1.244 -4.228 0.219 0.00 0.07 0.23 -0.28
C 7.177 0.200 3.114 0.05 -0.06 -0.03 0.01
C -8.816 2.100 -4.201 0.02 -0.01 -0.01 0.02
C -0.561 -0.473 0.665 -0.50 -0.40 -0.14 -0.20
C 5.751 3.451 4.012 0.02 0.00 -0.08 -0.38
C -4.010 -3.014 -0.247 -0.09 0.45 -0.01 -0.24
C -2.371 7.814 -1.646 -0.02 -0.02 0.00 0.02
C 3.136 4.548 3.575 0.01 0.00 0.00 -0.38
C 8.407 0.679 2.957 0.06 -0.06 0.00 0.02
C -3.457 1.638 -1.924 0.19 -0.35 0.01 -0.23
C -0.926 -2.997 1.095 0.00 -0.22 -0.20 -0.25
C -0.090 -1.914 0.382 0.20 0.21 0.49 -0.21
C 6.525 -0.613 2.063 -0.04 0.05 0.04 -0.37
C -9.781 2.061 -3.073 0.00 0.00 0.00 -0.39
C 3.090 -0.200 -1.757 0.03 0.14 0.08 -0.48
H 9.106 -0.580 -0.234 0.02 0.00 0.01 0.12
H 8.894 1.287 3.707 0.00 0.03 -0.02 0.12
H -1.610 -5.037 0.865 0.06 0.00 -0.03 0.08
H -9.087 2.731 -5.038 -0.02 0.01 0.01 0.12
H -8.039 -0.129 -1.039 0.01 -0.01 -0.01 0.12
H -0.706 -4.705 -3.066 0.00 0.01 -0.19 0.03
H 0.694 6.877 -0.238 0.00 0.01 0.00 0.12
H -0.643 4.834 0.278 -0.01 0.00 0.00 0.12
H 3.783 -2.304 -3.096 -0.02 -0.05 0.07 0.07
H -2.606 -6.017 -2.404 -0.04 -0.08 0.06 0.08
H 2.409 -0.723 -2.429 0.08 0.04 -0.04 0.06
H -2.230 -0.064 -2.590 0.14 0.11 0.00 -0.01
H 0.006 -2.093 -0.691 -0.23 0.06 0.00 0.07
H -4.516 1.369 -1.953 -0.02 0.26 0.09 0.08
H 4.946 2.773 5.931 0.02 0.01 0.00 0.12
H 0.028 -0.022 1.474 0.02 0.03 -0.05 0.11
H -3.459 2.243 0.107 -0.06 -0.14 0.02 0.09
H 3.981 -1.585 -0.376 0.18 0.05 0.03 0.08
H 3.312 -6.704 4.823 0.01 0.01 0.02 0.12
H -3.365 2.699 -2.166 -0.12 -0.03 -0.02 0.09
H -0.316 -4.592 -0.233 -0.06 -0.03 -0.06 0.08
H 3.435 0.711 -2.241 -0.06 -0.07 -0.10 0.06
H -1.588 -0.525 1.037 0.02 0.08 -0.09 0.11
H -3.438 -6.248 -0.842 0.14 -0.17 -0.17 0.08
H -3.360 0.506 -0.053 0.12 -0.06 -0.15 0.09
H 6.222 4.270 2.039 0.01 0.00 0.01 0.12
H -1.108 2.498 -0.660 0.00 -0.18 -0.21 0.08
H 2.249 -6.066 2.652 -0.01 0.01 -0.01 0.12
H -0.355 -3.364 1.952 -0.11 0.17 0.06 0.09
H -4.722 -4.338 -2.820 0.11 -0.11 -0.13 0.09
H 3.142 -1.875 3.447 0.05 0.00 -0.03 0.11
H -6.967 1.409 -4.977 0.01 -0.01 0.01 0.12
H 5.131 -0.473 -1.161 -0.03 -0.07 0.27 0.09
H 4.759 -3.150 -1.893 -0.02 0.01 -0.03 0.07
H -4.123 6.621 -1.653 0.00 -0.02 0.01 0.12
H -5.523 -1.513 -0.412 0.19 0.18 0.19 0.05
H -3.356 -2.143 -4.022 0.14 0.00 -0.21 0.03
H 6.793 -1.454 0.053 -0.04 -0.04 0.06 0.11
H -4.075 -1.359 -1.549 -0.33 -0.09 -0.19 0.03
H -1.861 -2.578 1.482 0.03 0.00 -0.02 0.09
H -1.402 1.750 0.897 0.05 0.07 -0.05 0.12
H -2.784 8.666 -2.172 0.02 0.01 0.00 0.12
H 5.493 -1.930 -2.920 -0.08 -0.01 -0.06 0.07
H -5.472 -5.466 -1.702 0.01 -0.11 -0.08 0.11
H 2.669 3.728 5.552 -0.01 0.01 -0.01 0.12
H -4.442 -3.440 0.661 -0.23 -0.15 -0.23 0.07
H 0.915 -1.995 0.786 0.06 -0.11 -0.28 0.05
H -3.494 0.430 -3.717 0.03 0.00 0.04 0.06
H -2.042 1.395 -3.578 0.15 -0.15 0.16 0.03
H 4.207 -2.509 5.623 0.01 -0.01 0.01 0.12
H -10.158 1.192 -1.099 -0.01 0.01 -0.01 0.12
H 6.590 0.388 4.003 0.01 0.00 0.01 0.11
H 3.944 5.224 1.656 -0.02 0.00 0.00 0.12
```
Forces are in eV/Å.

## Properties
spin multiplicity: 1
HOMO-LUMO gap: 0.222 hartree
molar mass: 954.12 g mol⁻¹
E_LUMO: -1.83 eV
highest occupied orbital energy: -0.2891 hartree
ΔE to the lowest compared entry with this formula, charge and spin: 0.000 eV

(2)
DFT (ωB97M-V/def2-TZVPD) results for C46H53FeN12O2SeTe2 as an isolated structure in a non-equilibrium geometry.

XYZ file:
```
117
Properties=species:S:1:pos:R:3:forces:R:3:lowdin_charge:R:1
Te -0.366 -1.882 -2.196 -0.51 -0.76 -1.12 1.45
Te 2.719 -0.825 -1.591 2.09 -1.52 -0.91 1.27
Se 1.215 0.904 4.224 -0.16 0.24 0.47 -0.17
Fe 1.259 0.627 0.104 -1.09 -0.66 1.79 0.42
O 1.083 -0.452 1.812 -0.59 0.13 -1.30 -0.35
O -1.680 6.250 2.755 0.21 -0.57 0.04 0.12
N 3.013 3.676 2.461 0.06 0.26 -0.24 -0.10
N 3.942 -2.161 3.243 0.01 0.31 -0.48 -0.19
N 0.899 2.050 -2.623 0.30 -0.37 0.44 0.01
N -2.699 1.660 1.480 0.02 0.00 -0.11 -0.12
N -0.141 -0.951 0.022 0.42 1.03 0.32 -0.18
N -0.724 1.743 0.595 -0.05 0.13 -0.19 0.04
N -3.086 7.893 2.486 0.30 0.64 -0.02 0.12
N -1.779 8.420 2.587 -0.70 0.30 -0.07 0.12
N 4.045 -1.189 0.954 0.20 0.06 0.25 0.10
N 4.182 3.300 1.873 -0.37 -0.19 -0.05 0.12
N -2.926 1.734 0.140 0.35 0.03 0.16 0.13
N 2.438 2.202 0.985 0.18 -0.40 -0.47 0.04
C 2.424 5.975 3.223 -0.10 -0.11 -0.03 -0.18
C -3.246 -3.535 -2.445 0.15 -0.10 0.04 -0.08
C -6.164 4.738 2.012 0.04 0.14 -0.01 -0.06
C 1.989 3.013 1.918 -0.06 0.21 0.44 -0.22
C -1.383 1.677 1.731 -0.25 -0.08 0.24 -0.17
C 1.287 -3.962 -0.068 -0.12 -0.06 0.02 -0.08
C -0.801 -1.954 2.186 0.07 0.03 -0.02 -0.01
C 1.250 -4.614 -3.588 -0.15 -0.01 -0.06 -0.06
C 1.128 1.479 -1.633 -1.05 1.46 -1.14 -0.50
C 3.993 -1.639 2.019 -0.11 -0.29 0.74 -0.26
C 4.479 0.386 -1.783 0.13 0.11 0.16 -0.41
C 0.046 -1.118 1.267 0.61 0.05 0.89 -0.70
C -0.974 -3.703 -1.266 -0.07 -0.08 0.24 -0.37
C 3.023 4.633 3.559 -0.09 -0.20 -0.04 -0.08
C -1.839 -6.095 -0.040 0.00 -0.08 0.04 -0.28
C 1.258 8.459 2.694 0.11 0.19 -0.06 -0.02
C -0.989 -4.764 -8.066 0.06 0.07 0.10 -0.06
C -5.706 3.426 2.084 -0.14 -0.03 0.06 -0.03
C -0.812 -4.092 -6.725 0.01 -0.06 -0.04 -0.28
C -2.295 -7.371 0.627 0.03 0.13 -0.02 -0.06
C -1.332 -2.296 -5.170 -0.03 0.12 0.03 -0.32
C 0.058 -4.616 -5.775 -0.05 0.03 0.03 -0.03
C 2.540 -0.568 -3.699 -0.28 0.27 -0.13 -0.42
C -4.380 3.168 2.383 0.16 0.03 0.00 -0.19
C 1.045 6.106 3.127 0.01 -0.25 0.07 0.03
C 2.666 -2.588 3.814 0.14 -0.03 -0.13 -0.06
C -1.479 -2.919 -6.412 -0.01 0.02 0.03 -0.03
C 0.233 -4.015 -4.530 0.04 0.02 0.05 -0.29
C -0.505 -2.864 -4.187 0.05 0.08 -0.02 -0.36
C -2.661 -5.403 -0.911 0.00 0.08 -0.06 -0.02
C -2.093 -1.004 -4.940 0.01 -0.19 -0.01 -0.09
C 3.785 2.408 0.997 0.08 -0.04 0.07 -0.18
C -1.005 7.413 2.738 0.68 -0.14 0.06 -0.30
C 0.463 7.333 2.857 -0.48 0.04 -0.03 -0.13
C 5.177 -2.485 3.935 -0.12 -0.01 -0.14 -0.05
C -2.258 -4.212 -1.523 -0.02 0.05 0.00 -0.28
C -5.292 5.801 2.190 -0.23 0.05 -0.05 -0.02
C -1.708 1.770 -0.352 -0.09 0.13 0.00 -0.19
C -3.958 5.541 2.475 0.32 0.35 0.04 -0.13
C -2.963 6.624 2.585 -0.37 -0.51 -0.03 -0.30
C 3.216 7.098 3.042 0.06 0.07 -0.01 -0.03
C -3.519 4.235 2.592 0.14 -0.19 0.03 0.04
C -0.576 -5.576 0.212 0.03 0.03 -0.03 -0.03
C -0.121 -4.403 -0.385 -0.03 0.04 -0.03 -0.30
C -3.807 1.769 2.411 0.05 0.09 -0.12 -0.07
C 2.636 8.333 2.785 -0.11 0.12 0.01 -0.07
H -5.624 6.828 2.091 -0.01 -0.08 0.02 0.12
H 0.765 -5.156 -2.772 0.04 0.04 -0.02 0.07
H 1.865 -3.830 -3.144 0.01 0.01 0.02 0.05
H -1.105 -1.341 3.043 0.10 -0.05 -0.11 0.07
H -2.309 -0.515 -5.892 -0.01 -0.04 0.02 0.07
H 4.176 1.425 -1.931 0.01 -0.09 -0.02 0.01
H -6.388 2.602 1.897 0.05 0.05 0.00 0.11
H -1.178 -5.833 -7.947 -0.01 0.03 -0.02 0.07
H -1.582 -8.180 0.456 -0.02 0.01 0.00 0.08
H 0.089 -6.107 0.888 -0.01 0.03 -0.02 0.11
H 5.421 -3.548 3.853 0.00 -0.03 0.01 0.08
H 3.485 -0.905 -4.127 -0.03 0.00 0.07 0.00
H -7.205 4.929 1.784 0.02 0.01 -0.01 0.10
H -4.564 1.039 2.132 -0.02 -0.07 0.01 0.12
H -1.824 -4.326 -8.616 0.03 -0.03 0.02 0.07
H -2.381 -7.234 1.709 0.00 -0.01 -0.03 0.08
H 3.265 9.206 2.663 -0.02 -0.01 -0.03 0.10
H 2.685 -2.399 4.887 -0.03 0.08 -0.04 0.08
H -3.195 -2.451 -2.341 -0.04 0.01 0.02 0.04
H -1.536 -0.308 -4.319 0.00 0.05 -0.03 0.03
H 1.906 -5.309 -4.117 -0.04 0.03 0.01 0.08
H 1.729 -1.177 -4.093 0.01 -0.01 0.03 -0.04
H 1.882 -3.845 -0.973 0.01 0.01 -0.03 0.03
H 4.294 7.011 3.106 -0.02 -0.02 0.01 0.11
H 0.788 9.414 2.495 0.05 -0.03 0.00 0.12
H -0.936 1.598 2.724 0.04 -0.05 -0.02 0.02
H -3.417 1.524 3.398 0.00 -0.05 0.05 0.14
H 5.072 -2.228 4.989 0.00 0.03 0.01 0.09
H 0.409 5.241 3.280 0.07 0.01 0.01 0.12
H 5.047 0.051 -2.650 -0.06 -0.02 0.04 0.00
H 4.468 1.875 0.355 -0.08 0.08 0.10 0.08
H 2.489 -3.654 3.634 0.03 -0.03 -0.01 0.08
H -1.496 1.829 -1.411 -0.02 -0.08 0.14 0.10
H 0.958 3.132 2.209 0.21 -0.03 0.01 0.08
H -3.268 -7.685 0.249 0.03 0.00 0.01 0.07
H -3.047 -1.196 -4.436 0.07 0.02 0.00 0.07
H 1.308 -2.999 0.439 0.03 0.01 -0.01 0.04
H -1.671 -2.327 1.650 -0.02 -0.05 -0.01 0.08
H 1.872 -1.992 3.375 -0.02 0.08 0.06 0.02
H 4.066 4.741 3.836 0.08 -0.02 0.03 0.12
H -0.227 -2.803 2.578 -0.03 0.10 -0.06 0.08
H 5.089 0.284 -0.886 -0.06 -0.04 -0.06 -0.03
H -4.262 -3.871 -2.229 0.05 0.01 -0.01 0.07
H 5.994 -1.905 3.512 0.01 0.01 0.00 0.09
H -2.476 4.044 2.815 -0.03 -0.03 -0.03 0.13
H 2.362 0.482 -3.936 -0.03 -0.03 0.06 -0.01
H -3.020 -3.767 -3.490 -0.01 0.02 0.04 0.08
H 1.777 -4.699 0.572 -0.03 0.04 -0.03 0.08
H 0.622 -5.517 -6.010 -0.02 0.07 0.02 0.11
H 2.486 4.183 4.395 -0.02 -0.13 0.00 0.12
H -3.652 -5.794 -1.130 0.03 0.04 0.02 0.11
H -2.135 -2.467 -7.154 0.04 -0.02 0.06 0.11
H -0.091 -4.657 -8.680 -0.03 -0.01 0.02 0.08
```
Forces are in eV/Å.

## Properties
spin multiplicity: 5
HOMO-LUMO gap (alpha / beta): 0.217 / 0.205 hartree
molar mass: 1196.02 g mol⁻¹
E_LUMO (alpha / beta): 1.77 / 1.81 eV
total charge: -1
highest occupied orbital energy (alpha / beta): -0.1518 / -0.1385 hartree
ΔE to the lowest compared entry with this formula, charge and spin: 0.000 eV